# 1
Entry from OMol25: a 9-piece molecular cluster, C36H62O19 overall (wB97M-V/def2-TZVPD).

Summary:
Largest force on an atom   5.6 eV/Å
Frontier orbital gap   10.14 eV
SMILES   C[C@H]1COC(=O)O1.C[C@H]1COC(=O)O1.C[C@H]1COC(=O)O1.C[C@H]1COC(=O)O1.C[C@H]1COC(=O)O1.C1CCOC1.C1CCOC1.C1CCOC1.C1CCOC1
Calculated total energy   -77237.8664 eV

Bonds (Å) are listed after each position.
Positions of all 117 atoms, in Å:
1 C -10.733 -12.746 21.327  C2 1.557, C5 1.515, H6 1.042, H7 1.117
2 C -12.287 -12.836 21.303  C1 1.557, C3 1.494, H8 1.037, H9 1.122
3 C -12.681 -12.690 19.869  C2 1.494, O4 1.434, H10 1.102, H11 1.094
4 O -11.528 -12.167 19.194  C3 1.434, C5 1.422
5 C -10.558 -11.793 20.163  C1 1.515, O4 1.422, H12 1.077, H13 1.092
6 H -10.311 -13.668 21.086  C1 1.042
7 H -10.450 -12.464 22.370  C1 1.117
8 H -12.611 -12.000 21.824  C2 1.037
9 H -12.721 -13.814 21.640  C2 1.122
10 H -13.546 -12.062 19.603  C3 1.102
11 H -12.858 -13.702 19.490  C3 1.094
12 H -10.634 -10.757 20.447  C5 1.077
13 H -9.567 -11.906 19.716  C5 1.092
14 C -14.859 -15.882 16.120  C15 1.573, C18 1.523, H19 1.123, H20 1.104
15 C -14.177 -16.149 17.512  C14 1.573, C16 1.520, H21 1.072, H22 1.061
16 C -13.414 -17.433 17.233  C15 1.520, O17 1.437, H23 1.126, H24 1.127
17 O -13.326 -17.588 15.807  C16 1.437, C18 1.421
18 C -14.569 -17.129 15.294  C14 1.523, O17 1.421, H25 1.118, H26 1.059
19 H -14.414 -14.973 15.634  C14 1.123
20 H -15.947 -15.717 16.214  C14 1.104
21 H -14.917 -16.287 18.276  C15 1.072
22 H -13.522 -15.332 17.686  C15 1.061
23 H -13.981 -18.262 17.743  C16 1.126
24 H -12.336 -17.434 17.565  C16 1.127
25 H -15.333 -17.927 15.472  C18 1.118
26 H -14.467 -16.983 14.250  C18 1.059
27 C -11.159 -9.400 11.704  C28 1.487, C31 1.572, H32 1.114, H33 1.069
28 C -10.434 -10.682 11.907  C27 1.487, C29 1.509, H34 1.084, H35 1.117
29 C -11.485 -11.707 12.256  C28 1.509, O30 1.425, H36 1.136, H37 1.099
30 O -12.358 -10.937 13.078  C29 1.425, C31 1.407
31 C -12.434 -9.616 12.598  C27 1.572, O30 1.407, H38 1.096, H39 1.097
32 H -11.419 -9.276 10.628  C27 1.114
33 H -10.560 -8.563 11.994  C27 1.069
34 H -9.717 -10.590 12.715  C28 1.084
35 H -9.844 -11.033 11.027  C28 1.117
36 H -11.048 -12.634 12.745  C29 1.136
37 H -11.988 -12.071 11.349  C29 1.099
38 H -12.352 -8.849 13.377  C31 1.096
39 H -13.316 -9.398 11.982  C31 1.097
40 C -14.476 -6.672 17.785  C41 1.544, C44 1.513, H45 1.138, H46 1.060
41 C -15.680 -7.099 18.651  C40 1.544, C42 1.548, H47 1.074, H48 1.096
42 C -15.252 -8.393 19.386  C41 1.548, O43 1.484, H49 1.095, H50 1.119
43 O -14.153 -8.845 18.497  C42 1.484, C44 1.379
44 C -13.446 -7.701 18.195  C40 1.513, O43 1.379, H51 1.042, H52 1.082
45 H -14.102 -5.602 17.888  C40 1.138
46 H -14.637 -6.852 16.752  C40 1.060
47 H -16.485 -7.335 17.979  C41 1.074
48 H -16.068 -6.388 19.389  C41 1.096
49 H -16.057 -9.117 19.551  C42 1.095
50 H -14.919 -8.121 20.419  C42 1.119
51 H -12.786 -7.953 17.430  C44 1.042
52 H -12.914 -7.354 19.071  C44 1.082
53 C -14.275 -14.317 12.349  C54 1.494, H60 1.059, H61 1.084, H62 1.111
54 C -13.547 -14.904 11.185  C53 1.494, C55 1.558, O59 1.471, H63 1.086
55 C -12.009 -15.069 11.367  C54 1.558, O56 1.428, H64 1.107, H65 1.135
56 O -11.793 -16.438 11.018  C55 1.428, C57 1.366
57 C -12.949 -17.164 10.985  O56 1.366, O58 1.194, O59 1.357
58 O -12.967 -18.349 10.833  C57 1.194
59 O -13.985 -16.289 10.951  C54 1.471, C57 1.357
60 H -14.057 -13.301 12.557  C53 1.059
61 H -14.007 -15.015 13.133  C53 1.084
62 H -15.355 -14.462 12.134  C53 1.111
63 H -13.767 -14.352 10.276  C54 1.086
64 H -11.593 -14.878 12.375  C55 1.107
65 H -11.411 -14.487 10.598  C55 1.135
66 C -8.609 -12.010 16.395  C67 1.521, H73 1.133, H74 1.139, H75 1.115
67 C -8.923 -10.523 16.368  C66 1.521, C68 1.552, O72 1.437, H76 1.083
68 C -7.649 -9.646 16.489  C67 1.552, O69 1.449, H77 1.088, H78 1.052
69 O -8.162 -8.405 15.946  C68 1.449, C70 1.357
70 C -9.011 -8.779 14.956  O69 1.357, O71 1.207, O72 1.350
71 O -9.470 -8.009 14.147  C70 1.207
72 O -9.384 -10.070 15.085  C67 1.437, C70 1.350
73 H -7.781 -12.227 15.654  C66 1.133
74 H -9.512 -12.687 16.241  C66 1.139
75 H -8.171 -12.168 17.407  C66 1.115
76 H -9.637 -10.295 17.149  C67 1.083
77 H -6.842 -10.026 15.865  C68 1.088
78 H -7.299 -9.555 17.477  C68 1.052
79 C -11.203 -18.602 13.518  C80 1.536, H86 1.060, H87 1.080, H88 1.069
80 C -10.578 -17.676 14.572  C79 1.536, C81 1.521, O85 1.400, H89 1.051
81 C -9.069 -17.543 14.431  C80 1.521, O82 1.459, H90 1.095, H91 1.102
82 O -8.809 -16.114 14.565  C81 1.459, C83 1.360
83 C -10.025 -15.511 14.487  O82 1.360, O84 1.203, O85 1.327
84 O -10.184 -14.321 14.568  C83 1.203
85 O -11.016 -16.374 14.299  C80 1.400, C83 1.327
86 H -12.196 -18.319 13.278  C79 1.060
87 H -11.342 -19.526 14.059  C79 1.080
88 H -10.567 -18.620 12.658  C79 1.069
89 H -10.839 -18.016 15.531  C80 1.051
90 H -8.727 -17.906 13.456  C81 1.095
91 H -8.408 -18.021 15.173  C81 1.102
92 C -12.665 -12.367 16.064  C93 1.546, H99 1.166, H100 1.076, H101 1.088
93 C -13.625 -11.271 16.583  C92 1.546, C94 1.584, O98 1.465, H102 1.056
94 C -14.690 -10.742 15.536  C93 1.584, O95 1.450, H103 1.072, H104 1.071
95 O -15.951 -10.692 16.251  C94 1.450, C96 1.401
96 C -15.820 -11.356 17.477  O95 1.401, O97 1.161, O98 1.423
97 O -16.679 -11.611 18.216  C96 1.161
98 O -14.515 -11.919 17.550  C93 1.465, C96 1.423
99 H -13.228 -13.230 15.517  C92 1.166
100 H -12.140 -12.843 16.874  C92 1.076
101 H -11.927 -11.990 15.358  C92 1.088
102 H -13.154 -10.474 17.090  C93 1.056
103 H -14.682 -11.300 14.621  C94 1.072
104 H -14.501 -9.735 15.224  C94 1.071
105 C -19.531 -12.287 20.384  C106 1.496, H112 1.107, H113 1.089, H114 1.071
106 C -18.866 -13.608 20.155  C105 1.496, C107 1.473, O111 1.413, H115 1.053
107 C -17.476 -13.675 20.638  C106 1.473, O108 1.406, H116 1.099, H117 1.078
108 O -17.285 -15.023 20.988  C107 1.406, C109 1.365
109 C -18.490 -15.528 21.383  O108 1.365, O110 1.157, O111 1.403
110 O -18.726 -16.526 21.918  C109 1.157
111 O -19.467 -14.636 20.914  C106 1.413, C109 1.403
112 H -18.872 -11.555 19.879  C105 1.107
113 H -19.681 -12.171 21.456  C105 1.089
114 H -20.450 -12.300 19.834  C105 1.071
115 H -18.847 -13.897 19.143  C106 1.053
116 H -17.309 -13.075 21.543  C107 1.099
117 H -16.718 -13.398 19.923  C107 1.078

These are the Löwdin partial charges, in e, on atoms 1 to 4: -0.133 -0.162 -0.203 -0.149

=====

# 2
Entry from OMol25: a 12-piece molecular cluster, C36H64ClNO29 overall (wB97M-V/def2-TZVPD).

Summary:
Largest force on an atom   3.0 eV/Å
Frontier orbital gap   5.17 eV
Calculated total energy   -111745.6173 eV

Bonds (Å) are listed after each position.
Positions of all 131 atoms, in Å:
1 C -0.107 -0.465 2.187  C2 1.548, H12 1.093, H13 1.087, H14 1.092
2 C -0.039 0.396 0.902  C1 1.548, C3 1.560, N7 1.543, C11 1.551
3 C 0.708 1.717 1.265  C2 1.560, C4 1.567, H15 1.091, H16 1.088
4 C 1.082 2.561 -0.001  C3 1.567, C5 1.544, H17 1.094, H18 1.092
5 C 1.541 1.828 -1.280  C4 1.544, C6 1.517, H19 1.089, H20 1.094
6 C 1.764 0.336 -1.123  C5 1.517, N7 1.501, C9 1.482, C10 1.551
7 N 0.786 -0.317 -0.190  C2 1.543, C6 1.501, O8 1.198
8 O 0.639 -1.506 -0.209  N7 1.198
9 C 3.170 0.134 -0.697  C6 1.482, H21 1.094, H22 1.093, H23 1.091
10 C 1.437 -0.213 -2.536  C6 1.551, H24 1.089, H25 1.089, H26 1.090
11 C -1.476 0.730 0.423  C2 1.551, H27 1.094, H28 1.090, H29 1.091
12 H -0.140 -1.550 2.056  C1 1.093
13 H -0.979 -0.216 2.785  C1 1.087
14 H 0.878 -0.513 2.656  C1 1.092
15 H 1.724 1.603 1.646  C3 1.091
16 H 0.160 2.375 1.936  C3 1.088
17 H 1.909 3.212 0.297  C4 1.094
18 H 0.322 3.332 -0.145  C4 1.092
19 H 2.370 2.318 -1.787  C5 1.089
20 H 0.730 2.084 -1.969  C5 1.094
21 H 3.248 -0.874 -0.280  C9 1.094
22 H 3.588 0.822 0.043  C9 1.093
23 H 3.981 0.203 -1.423  C9 1.091
24 H 0.430 0.097 -2.807  C10 1.089
25 H 1.633 -1.279 -2.650  C10 1.089
26 H 2.143 0.336 -3.159  C10 1.090
27 H -2.048 -0.202 0.428  C11 1.094
28 H -1.664 1.205 -0.540  C11 1.090
29 H -2.148 1.269 1.092  C11 1.091
30 Cl 4.764 -3.276 -3.449  O31 1.468, O32 1.457, O33 1.432, O34 1.430
31 O 3.393 -2.753 -3.469  Cl30 1.468
32 O 5.629 -2.185 -3.878  Cl30 1.457
33 O 5.078 -3.598 -2.089  Cl30 1.432
34 O 4.978 -4.426 -4.273  Cl30 1.430
35 C -3.938 -0.866 1.931  C36 1.552, O40 1.423, H41 1.087, H42 1.089
36 C -4.996 -1.125 3.036  C35 1.552, O37 1.401, H43 1.093, H44 1.092
37 O -4.542 -2.228 3.771  C36 1.401, C38 1.333
38 C -3.574 -2.829 3.080  O37 1.333, O39 1.188, O40 1.374
39 O -3.033 -3.802 3.495  C38 1.188
40 O -3.247 -2.110 1.956  C35 1.423, C38 1.374
41 H -3.352 0.015 2.178  C35 1.087
42 H -4.506 -0.730 1.011  C35 1.089
43 H -5.991 -1.455 2.729  C36 1.093
44 H -5.161 -0.165 3.529  C36 1.092
45 C 0.292 -3.015 5.592  C46 1.510, O50 1.423, H51 1.093, H52 1.087
46 C 1.283 -1.887 5.753  C45 1.510, O47 1.445, H53 1.091, H54 1.086
47 O 0.627 -1.146 6.807  C46 1.445, C48 1.360
48 C -0.665 -1.552 6.935  O47 1.360, O49 1.193, O50 1.320
49 O -1.476 -1.001 7.614  C48 1.193
50 O -0.932 -2.610 6.192  C45 1.423, C48 1.320
51 H 0.730 -3.815 6.195  C45 1.093
52 H 0.055 -3.356 4.588  C45 1.087
53 H 1.348 -1.361 4.800  C46 1.091
54 H 2.282 -2.155 6.082  C46 1.086
55 C -0.744 3.465 4.937  C56 1.502, O60 1.427, H61 1.092, H62 1.091
56 C -1.259 2.207 5.576  C55 1.502, O57 1.405, H63 1.088, H64 1.092
57 O -2.630 2.197 5.272  C56 1.405, C58 1.345
58 C -2.925 3.121 4.340  O57 1.345, O59 1.210, O60 1.369
59 O -3.925 3.230 3.669  C58 1.210
60 O -1.828 3.910 4.124  C55 1.427, C58 1.369
61 H 0.192 3.195 4.443  C55 1.092
62 H -0.371 4.129 5.718  C55 1.091
63 H -1.143 2.164 6.657  C56 1.088
64 H -0.895 1.281 5.127  C56 1.092
65 C -4.885 2.103 0.058  C66 1.577, O70 1.435, H71 1.088, H72 1.084
66 C -6.438 2.176 0.321  C65 1.577, O67 1.426, H73 1.088, H74 1.086
67 O -6.926 1.174 -0.569  C66 1.426, C68 1.323
68 C -5.970 0.572 -1.256  O67 1.323, O69 1.195, O70 1.359
69 O -6.157 -0.348 -1.996  C68 1.195
70 O -4.746 1.025 -0.879  C65 1.435, C68 1.359
71 H -4.491 1.788 1.022  C65 1.088
72 H -4.601 3.071 -0.340  C65 1.084
73 H -6.745 3.132 -0.101  C66 1.088
74 H -6.771 1.909 1.319  C66 1.086
75 C -1.721 4.981 -2.216  C76 1.570, O80 1.433, H81 1.090, H82 1.087
76 C -2.052 6.287 -1.409  C75 1.570, O77 1.410, H83 1.090, H84 1.089
77 O -1.795 5.854 -0.093  C76 1.410, C78 1.364
78 C -2.203 4.556 -0.004  O77 1.364, O79 1.189, O80 1.365
79 O -2.310 3.922 0.996  C78 1.189
80 O -2.175 4.016 -1.258  C75 1.433, C78 1.365
81 H -0.653 4.794 -2.323  C75 1.090
82 H -2.238 4.900 -3.168  C75 1.087
83 H -3.051 6.646 -1.662  C76 1.090
84 H -1.356 7.071 -1.700  C76 1.089
85 C 2.627 -4.758 0.041  C86 1.503, O90 1.411, H91 1.087, H92 1.090
86 C 1.995 -5.629 1.091  C85 1.503, O87 1.445, H93 1.087, H94 1.091
87 O 1.798 -4.764 2.231  C86 1.445, C88 1.342
88 C 2.151 -3.508 1.917  O87 1.342, O89 1.196, O90 1.347
89 O 2.147 -2.566 2.654  C88 1.196
90 O 2.620 -3.488 0.655  C85 1.411, C88 1.347
91 H 2.131 -4.780 -0.926  C85 1.087
92 H 3.677 -5.030 -0.060  C85 1.090
93 H 2.572 -6.508 1.366  C86 1.087
94 H 1.023 -5.945 0.710  C86 1.091
95 C -0.404 -3.618 -3.022  C96 1.514, O100 1.439, H101 1.089, H102 1.090
96 C -1.398 -4.648 -3.518  C95 1.514, O97 1.427, H103 1.088, H104 1.090
97 O -2.573 -4.186 -2.853  C96 1.427, C98 1.372
98 C -2.489 -2.827 -2.687  O97 1.372, O99 1.193, O100 1.336
99 O -3.397 -2.079 -2.489  C98 1.193
100 O -1.221 -2.445 -2.861  C95 1.439, C98 1.336
101 H 0.352 -3.442 -3.786  C95 1.089
102 H 0.039 -3.706 -2.031  C95 1.090
103 H -1.269 -5.663 -3.149  C96 1.088
104 H -1.486 -4.613 -4.604  C96 1.090
105 C 6.362 -1.558 1.587  C106 1.502, H108 1.092, H109 1.093, H110 1.094
106 C 7.289 -0.712 2.411  C105 1.502, O107 1.432, H111 1.090, H112 1.090
107 O 6.491 0.428 2.752  C106 1.432, H113 0.960
108 H 5.416 -1.854 2.046  C105 1.092
109 H 6.767 -2.500 1.211  C105 1.093
110 H 6.014 -1.014 0.704  C105 1.094
111 H 8.206 -0.452 1.881  C106 1.090
112 H 7.517 -1.262 3.323  C106 1.090
113 H 6.483 1.046 2.017  O107 0.960
114 C 3.787 0.800 -5.917  C115 1.534, H117 1.091, H118 1.093, H119 1.089
115 C 2.869 1.969 -6.295  C114 1.534, O116 1.441, H120 1.090, H121 1.089
116 O 3.221 3.041 -5.399  C115 1.441, H122 0.960
117 H 3.724 0.603 -4.846  C114 1.091
118 H 4.846 1.063 -5.960  C114 1.093
119 H 3.618 -0.067 -6.554  C114 1.089
120 H 1.840 1.724 -6.031  C115 1.090
121 H 3.013 2.294 -7.325  C115 1.089
122 H 3.731 3.671 -5.915  O116 0.960
123 C -2.241 0.549 -4.694  C124 1.535, H126 1.091, H127 1.090, H128 1.095
124 C -2.019 2.068 -4.657  C123 1.535, O125 1.426, H129 1.088, H130 1.097
125 O -0.947 2.460 -5.510  C124 1.426, H131 0.961
126 H -2.632 0.155 -5.632  C123 1.091
127 H -2.842 0.216 -3.847  C123 1.090
128 H -1.253 0.081 -4.637  C123 1.095
129 H -1.919 2.473 -3.652  C124 1.088
130 H -3.002 2.398 -5.015  C124 1.097
131 H -1.109 2.062 -6.370  O125 0.961

These are the Löwdin partial charges, in e, on atoms 1 to 4: -0.006 -0.343 -0.093 -0.147